The following is a quantum chemistry calculation of a molecular structure, C12H32BF3N2O4V, from the OMol25 dataset.

Cartesian coordinates (Å):
V: -13.442 2.942 14.673
C: -10.661 1.548 12.777
O: -10.749 0.115 13.062
O: -11.576 2.182 13.586
C: -9.208 2.096 12.526
F: -8.335 1.112 12.788
F: -8.987 2.436 11.241
F: -8.819 2.970 13.426
C: -10.259 -0.900 12.183
C: -10.902 -2.208 12.459
H: -11.969 -2.267 12.672
H: -10.625 -2.954 11.714
H: -10.567 -2.593 13.422
H: -9.181 -0.997 12.317
H: -10.428 -0.647 11.137
H: -11.221 1.534 11.842
B: -12.824 3.087 16.827
H: -13.593 3.761 16.483
H: -13.171 2.079 16.997
H: -12.060 3.170 16.070
H: -12.521 3.506 17.774
C: -15.465 -0.948 14.285
C: -14.676 0.404 14.030
C: -15.308 1.078 12.754
O: -14.611 2.310 12.529
C: -14.614 2.731 11.168
N: -14.804 1.250 15.249
H: -15.672 -1.450 13.340
H: -16.407 -0.992 14.831
H: -14.710 -1.487 14.858
H: -13.646 0.069 13.904
H: -16.397 1.089 12.704
H: -14.990 0.362 11.997
H: -14.199 1.975 10.501
H: -13.938 3.586 11.170
H: -15.630 3.093 11.010
H: -15.761 1.528 15.414
H: -14.670 0.751 16.117
C: -16.156 6.561 14.489
C: -15.119 5.591 13.997
C: -13.671 6.111 14.363
O: -12.716 5.180 13.856
C: -11.331 5.524 13.467
N: -15.273 4.232 14.562
H: -17.094 6.028 14.333
H: -16.158 7.367 13.754
H: -16.080 6.801 15.549
H: -15.238 5.503 12.917
H: -13.456 6.246 15.423
H: -13.576 7.088 13.887
H: -10.788 6.246 14.076
H: -11.445 5.933 12.463
H: -10.707 4.630 13.459
H: -15.896 4.295 15.354
H: -15.983 3.818 13.975

Computed properties:
<S²> ... 6.010
HOMO (spin up / spin down) ... -10.492 / -12.538 eV
Charge ... +1
Multiplicity ... 5
E_LUMO (spin up / spin down) ... -2.5 / -6.5 eV

How positive or negative is each atom? The natural (NBO) charges in e answer that: number 1, V, carries 1.219; number 2, C, carries 0.234; number 3, O, carries -0.515; number 4, O, carries -0.281; number 5, C, carries 0.950; number 6, F, carries -0.310; number 7, F, carries -0.296; number 8, F, carries -0.287; number 9, C, carries -0.073; number 10, C, carries -0.640; number 11, H, carries 0.216; number 12, H, carries 0.237; number 13, H, carries 0.223; number 14, H, carries 0.202; number 15, H, carries 0.167; number 16, H, carries 0.264; number 17, B, carries -0.788; number 18, H, carries 0.000; number 19, H, carries 0.008; number 20, H, carries -0.027; number 21, H, carries 0.069; number 22, C, carries -0.635; number 23, C, carries -0.063; number 24, C, carries -0.085; number 25, O, carries -0.566; number 26, C, carries -0.246; number 27, N, carries -0.846; number 28, H, carries 0.218; number 29, H, carries 0.228; number 30, H, carries 0.223; number 31, H, carries 0.222; number 32, H, carries 0.201; number 33, H, carries 0.194; number 34, H, carries 0.195; number 35, H, carries 0.199; number 36, H, carries 0.194; number 37, H, carries 0.374; number 38, H, carries 0.410; number 39, C, carries -0.628; number 40, C, carries -0.049; number 41, C, carries -0.061; number 42, O, carries -0.595; number 43, C, carries -0.239; number 44, N, carries -0.838; number 45, H, carries 0.211; number 46, H, carries 0.237; number 47, H, carries 0.232; number 48, H, carries 0.197; number 49, H, carries 0.204; number 50, H, carries 0.191; number 51, H, carries 0.207; number 52, H, carries 0.188; number 53, H, carries 0.201; number 54, H, carries 0.383; number 55, H, carries 0.371

***

The following is a quantum chemistry calculation of a molecular structure, C12H32BaO11, from the OMol25 dataset.

Cartesian coordinates (Å):
Ba: 0.302 -0.141 0.342
O: 0.106 2.507 -3.650
C: 0.710 1.271 -3.375
O: 1.171 0.653 -4.340
O: 0.693 0.944 -2.164
H: 0.079 2.494 -4.613
O: -1.742 -2.039 3.859
C: -0.881 -1.530 2.929
O: -0.699 -0.283 2.920
O: -0.347 -2.316 2.097
H: -1.644 -2.994 3.760
C: 3.778 2.074 1.646
C: 2.988 1.008 2.370
O: 2.781 -0.096 1.448
H: 3.229 2.419 0.771
H: 4.771 1.728 1.363
H: 3.935 2.945 2.292
H: 2.026 1.421 2.680
H: 3.505 0.611 3.242
H: 3.283 -0.846 1.776
C: -2.853 -2.047 -2.893
C: -1.382 -1.894 -2.618
O: -1.113 -2.086 -1.207
H: -3.384 -1.195 -2.470
H: -3.239 -2.972 -2.459
H: -3.105 -2.072 -3.957
H: -1.065 -0.880 -2.862
H: -0.758 -2.569 -3.207
H: -0.959 -3.025 -1.077
C: -4.561 0.452 -0.330
C: -3.264 0.771 0.394
O: -2.143 0.841 -0.493
H: -5.424 0.794 0.235
H: -4.643 -0.635 -0.428
H: -4.549 0.849 -1.343
H: -2.987 0.051 1.164
H: -3.348 1.719 0.946
H: -2.173 1.629 -1.045
C: 2.210 -4.261 -0.758
C: 2.706 -2.852 -0.458
O: 1.865 -1.864 -1.054
H: 1.191 -4.394 -0.387
H: 2.836 -5.002 -0.254
H: 2.212 -4.489 -1.825
H: 3.700 -2.739 -0.897
H: 2.715 -2.708 0.618
H: 1.994 -1.884 -2.009
C: 0.512 4.283 2.203
C: -0.228 3.031 1.714
O: 0.296 2.561 0.477
H: 0.411 5.072 1.452
H: 1.573 4.144 2.408
H: 0.022 4.624 3.118
H: -1.269 3.358 1.602
H: -0.209 2.263 2.488
H: 0.370 3.296 -0.140

Computed properties:
HOMO ... -8.346 eV
ΔE to the lowest compared entry with this formula, charge and spin ... 1.7 kcal per mole
E_LUMO ... 0.2 eV

How positive or negative is each atom? The natural (NBO) charges in e answer that: number 1, Ba, carries 1.862; number 2, O, carries -0.761; number 3, C, carries 0.962; number 4, O, carries -0.760; number 5, O, carries -0.893; number 6, H, carries 0.482; number 7, O, carries -0.705; number 8, C, carries 0.954; number 9, O, carries -0.847; number 10, O, carries -0.845; number 11, H, carries 0.485; number 12, C, carries -0.635; number 13, C, carries -0.068; number 14, O, carries -0.781; number 15, H, carries 0.225; number 16, H, carries 0.214; number 17, H, carries 0.211; number 18, H, carries 0.178; number 19, H, carries 0.180; number 20, H, carries 0.490; number 21, C, carries -0.633; number 22, C, carries -0.076; number 23, O, carries -0.765; number 24, H, carries 0.211; number 25, H, carries 0.202; number 26, H, carries 0.216; number 27, H, carries 0.209; number 28, H, carries 0.166; number 29, H, carries 0.479; number 30, C, carries -0.643; number 31, C, carries -0.067; number 32, O, carries -0.773; number 33, H, carries 0.218; number 34, H, carries 0.216; number 35, H, carries 0.213; number 36, H, carries 0.197; number 37, H, carries 0.160; number 38, H, carries 0.493; number 39, C, carries -0.634; number 40, C, carries -0.061; number 41, O, carries -0.769; number 42, H, carries 0.212; number 43, H, carries 0.217; number 44, H, carries 0.206; number 45, H, carries 0.171; number 46, H, carries 0.172; number 47, H, carries 0.502; number 48, C, carries -0.633; number 49, C, carries -0.084; number 50, O, carries -0.771; number 51, H, carries 0.202; number 52, H, carries 0.208; number 53, H, carries 0.220; number 54, H, carries 0.165; number 55, H, carries 0.208; number 56, H, carries 0.500

***

The following is a quantum chemistry calculation of 10 unconnected molecules or ions with the total composition C12H32Br4N8O16, from the OMol25 dataset.

Cartesian coordinates (Å):
Br: -1.868 3.580 0.869
C: -3.530 2.469 1.100
C: -4.205 2.358 -0.318
Br: -5.884 1.448 -0.037
H: -4.091 3.015 1.859
H: -3.202 1.513 1.508
H: -3.650 1.731 -1.017
H: -4.238 3.409 -0.605
Br: 0.416 0.300 -4.018
C: 2.039 -0.837 -3.873
C: 1.609 -2.200 -3.263
Br: 3.166 -3.301 -2.706
H: 2.718 -0.241 -3.263
H: 2.533 -0.963 -4.836
H: 0.834 -2.659 -3.878
H: 1.031 -1.924 -2.381
C: 1.792 3.999 2.730
N: 0.995 4.923 3.612
O: 1.208 4.774 4.777
O: 0.096 5.600 3.089
H: 1.037 3.234 2.549
H: 2.724 3.746 3.236
H: 2.021 4.426 1.754
C: -3.445 -0.909 4.010
N: -2.916 -2.268 4.167
O: -2.757 -2.682 5.322
O: -2.573 -2.863 3.134
H: -3.003 -0.484 3.109
H: -3.117 -0.297 4.850
H: -4.503 -0.835 3.758
C: 4.068 3.759 -2.231
N: 3.097 3.087 -1.314
O: 2.478 3.730 -0.518
O: 2.907 1.871 -1.482
H: 5.041 3.270 -2.280
H: 4.341 4.791 -2.012
H: 3.564 3.735 -3.197
C: -3.402 -2.128 -3.838
N: -2.859 -1.234 -4.855
O: -3.070 -0.079 -4.611
O: -2.290 -1.700 -5.823
H: -3.713 -2.945 -4.489
H: -4.197 -1.710 -3.221
H: -2.557 -2.449 -3.228
C: 0.746 -1.683 3.055
N: 0.686 -0.266 3.431
O: -0.048 0.108 4.345
O: 1.167 0.511 2.685
H: -0.207 -2.201 3.165
H: 1.572 -2.091 3.638
H: 0.990 -1.742 1.994
C: -1.365 -3.972 0.417
N: -0.099 -3.611 -0.390
O: 0.538 -2.615 -0.038
O: 0.208 -4.328 -1.357
H: -1.523 -5.020 0.160
H: -2.260 -3.422 0.129
H: -1.103 -3.871 1.470
C: 4.645 -1.155 -0.808
N: 3.870 -1.574 0.390
O: 4.305 -2.521 1.055
O: 2.848 -0.998 0.688
H: 5.336 -1.937 -1.125
H: 5.137 -0.274 -0.398
H: 3.961 -0.803 -1.581
C: -0.109 0.949 -0.584
N: -1.135 -0.115 -0.265
O: -1.152 -0.498 0.885
O: -1.962 -0.400 -1.138
H: -0.525 1.560 -1.386
H: 0.783 0.431 -0.934
H: 0.046 1.477 0.357

Computed properties:
SMILES ... C[N+](=O)[O-].C[N+](=O)[O-].C[N+](=O)[O-].C[N+](=O)[O-].C[N+](=O)[O-].C[N+](=O)[O-].C[N+](=O)[O-].C[N+](=O)[O-].BrCCBr.BrCCBr
HOMO ... -10.364 eV
ΔE to the lowest compared entry with this formula, charge and spin ... 7.5 kcal per mole
E_LUMO ... -0.6 eV

How positive or negative is each atom? The Löwdin charges in e answer that: number 1, Br, carries 0.658; number 2, C, carries -0.614; number 3, C, carries -0.694; number 4, Br, carries 0.633; number 5, H, carries 0.047; number 6, H, carries 0.024; number 7, H, carries 0.034; number 8, H, carries 0.048; number 9, Br, carries 0.685; number 10, C, carries -0.615; number 11, C, carries -0.646; number 12, Br, carries 0.695; number 13, H, carries 0.014; number 14, H, carries 0.059; number 15, H, carries 0.064; number 16, H, carries 0.004; number 17, C, carries 0.040; number 18, N, carries -0.444; number 19, O, carries 0.078; number 20, O, carries 0.011; number 21, H, carries 0.074; number 22, H, carries 0.101; number 23, H, carries 0.067; number 24, C, carries 0.032; number 25, N, carries -0.399; number 26, O, carries 0.075; number 27, O, carries 0.017; number 28, H, carries 0.074; number 29, H, carries 0.107; number 30, H, carries 0.107; number 31, C, carries 0.049; number 32, N, carries -0.410; number 33, O, carries 0.089; number 34, O, carries 0.025; number 35, H, carries 0.098; number 36, H, carries 0.098; number 37, H, carries 0.105; number 38, C, carries 0.030; number 39, N, carries -0.482; number 40, O, carries 0.050; number 41, O, carries 0.054; number 42, H, carries 0.100; number 43, H, carries 0.105; number 44, H, carries 0.094; number 45, C, carries 0.036; number 46, N, carries -0.439; number 47, O, carries 0.043; number 48, O, carries 0.066; number 49, H, carries 0.077; number 50, H, carries 0.115; number 51, H, carries 0.047; number 52, C, carries 0.073; number 53, N, carries -0.357; number 54, O, carries 0.011; number 55, O, carries 0.027; number 56, H, carries 0.091; number 57, H, carries 0.097; number 58, H, carries 0.073; number 59, C, carries -0.021; number 60, N, carries -0.424; number 61, O, carries 0.048; number 62, O, carries 0.046; number 63, H, carries 0.082; number 64, H, carries 0.103; number 65, H, carries 0.039; number 66, C, carries -0.015; number 67, N, carries -0.398; number 68, O, carries 0.042; number 69, O, carries 0.017; number 70, H, carries 0.066; number 71, H, carries 0.063; number 72, H, carries 0.045

***

The following is a quantum chemistry calculation of 2 unconnected molecules or ions with the total composition C12H32IN4O5P, from the OMol25 dataset.

Cartesian coordinates (Å):
C: 5.923 -2.838 -1.380
N: 4.889 -1.851 -1.680
C: 4.957 -0.686 -0.808
C: 4.005 0.412 -1.273
C: 2.595 -0.161 -1.413
O: 1.643 0.860 -1.630
C: 0.576 0.982 -0.706
N: -0.153 2.145 -1.133
C: -0.277 -0.315 -0.629
C: -0.119 -1.086 0.678
C: -0.738 -0.365 1.874
I: -1.028 -3.038 0.455
N: 3.974 1.556 -0.353
P: 5.367 2.324 0.063
O: 6.400 2.306 -0.974
O: 4.795 3.729 0.544
O: 5.883 1.751 1.483
H: 6.075 -2.881 -0.300
H: 5.611 -3.829 -1.709
H: 6.888 -2.608 -1.846
H: 4.995 -1.533 -2.637
H: 5.976 -0.272 -0.759
H: 4.648 -0.995 0.199
H: 4.329 0.794 -2.245
H: 2.367 -0.749 -0.521
H: 2.572 -0.835 -2.269
H: 0.963 1.220 0.299
H: -0.670 2.553 -0.365
H: -0.802 1.922 -1.878
H: -1.331 -0.035 -0.707
H: -0.034 -0.939 -1.490
H: 0.916 -1.332 0.898
H: -0.631 0.716 1.757
H: -1.797 -0.586 1.985
H: -0.243 -0.651 2.801
H: 3.324 1.425 0.411
H: 5.507 4.300 0.867
H: 6.535 1.051 1.337
C: -6.120 1.482 0.566
C: -5.377 0.271 0.014
C: -6.211 -1.014 -0.026
O: -6.419 -1.620 1.234
C: -7.497 -1.106 1.990
N: -4.121 0.102 0.750
H: -6.194 1.440 1.653
H: -5.584 2.396 0.313
H: -7.130 1.550 0.156
H: -5.113 0.489 -1.027
H: -5.669 -1.756 -0.617
H: -7.176 -0.833 -0.519
H: -8.334 -0.824 1.342
H: -7.208 -0.240 2.589
H: -7.826 -1.897 2.663
H: -3.565 -0.624 0.306
H: -4.349 -0.276 1.667

Computed properties:
SMILES ... CNC[C@@H](CO[C@@H](N)C[C@@H](C)I)NP(=O)(O)O.COC[C@@H](C)N
HOMO ... -9.038 eV
E_LUMO ... 0.5 eV

How positive or negative is each atom? The natural (NBO) charges in e answer that: number 1, C, carries -0.411; number 2, N, carries -0.631; number 3, C, carries -0.232; number 4, C, carries -0.066; number 5, C, carries -0.064; number 6, O, carries -0.536; number 7, C, carries 0.266; number 8, N, carries -0.817; number 9, C, carries -0.499; number 10, C, carries -0.258; number 11, C, carries -0.646; number 12, I, carries 0.044; number 13, N, carries -0.985; number 14, P, carries 2.464; number 15, O, carries -1.102; number 16, O, carries -0.975; number 17, O, carries -1.001; number 18, H, carries 0.191; number 19, H, carries 0.201; number 20, H, carries 0.176; number 21, H, carries 0.353; number 22, H, carries 0.179; number 23, H, carries 0.180; number 24, H, carries 0.212; number 25, H, carries 0.161; number 26, H, carries 0.204; number 27, H, carries 0.140; number 28, H, carries 0.365; number 29, H, carries 0.358; number 30, H, carries 0.219; number 31, H, carries 0.232; number 32, H, carries 0.208; number 33, H, carries 0.211; number 34, H, carries 0.226; number 35, H, carries 0.220; number 36, H, carries 0.399; number 37, H, carries 0.509; number 38, H, carries 0.506; number 39, C, carries -0.614; number 40, C, carries -0.079; number 41, C, carries -0.072; number 42, O, carries -0.547; number 43, C, carries -0.247; number 44, N, carries -0.838; number 45, H, carries 0.202; number 46, H, carries 0.220; number 47, H, carries 0.205; number 48, H, carries 0.186; number 49, H, carries 0.186; number 50, H, carries 0.163; number 51, H, carries 0.166; number 52, H, carries 0.165; number 53, H, carries 0.191; number 54, H, carries 0.354; number 55, H, carries 0.358

***

Which formula does entry 3 have? C12H32Br4N8O16